Entry from OMol25: a molecular structure, C21H26F4N6ORbSe (ωB97M-V/def2-TZVPD).

The calculation puts the HOMO-LUMO gap at 5.28 eV. The calculation puts the relative energy (zero: lowest compared OMol25 entry of this formula, charge and spin) at 192.8 kJ/mol. The calculation puts the LUMO energy at -0.1435 hartree. The HOMO energy is -9.188 eV. The total charge is +1. Its spin multiplicity is 1.

Each line ends with the natural charge from an NBO analysis.
Atoms and positions in Å:
Rb1 -0.25 -1.43 1.80  0.95
C1 0.98 1.91 0.92  -0.46
N1 -0.16 2.75 0.61  -0.45
C2 -0.12 3.95 1.41  -0.41
C3 -1.41 2.02 0.78  -0.21
C4 -1.82 1.17 -0.41  -0.24
N2 -0.99 -0.02 -0.59  -0.75
C5 -1.31 -0.86 -1.57  0.09
C6 -0.59 -2.08 -1.71  0.23
F1 0.44 -2.32 -0.84  -0.37
C7 -0.82 -3.04 -2.67  0.34
F2 -0.02 -4.13 -2.68  -0.33
C8 -1.81 -2.89 -3.63  -0.45
C9 -2.52 -1.71 -3.55  0.37
F3 -3.48 -1.48 -4.46  -0.31
C10 -2.29 -0.74 -2.60  0.19
F4 -3.05 0.38 -2.70  -0.32
H1 1.92 2.43 0.70  0.20
H2 0.92 1.01 0.30  0.22
H3 1.00 1.61 1.98  0.16
H4 -0.95 4.61 1.13  0.21
H5 0.81 4.49 1.24  0.20
H6 -0.20 3.74 2.49  0.16
H7 -2.20 2.75 0.93  0.21
H8 -1.37 1.41 1.70  0.14
H9 -1.81 1.84 -1.28  0.18
H10 -2.88 0.90 -0.26  0.18
H11 -2.02 -3.65 -4.36  0.25
N3 -1.72 -2.14 4.63  -0.83
C11 -0.96 -0.97 4.85  0.13
C12 0.39 -1.07 5.17  -0.30
C13 1.17 0.08 5.27  -0.18
C14 0.61 1.33 5.06  -0.25
C15 -0.74 1.43 4.74  -0.19
C16 -1.52 0.28 4.63  -0.25
H12 -1.41 -2.93 5.17  0.39
H13 -2.71 -2.00 4.75  0.39
H14 0.84 -2.04 5.35  0.22
H15 2.21 -0.01 5.53  0.23
H16 1.21 2.23 5.15  0.23
H17 -1.20 2.39 4.59  0.23
H18 -2.58 0.37 4.39  0.21
C17 0.74 1.76 -2.85  -0.41
N4 1.15 0.42 -3.28  -0.29
C18 0.54 -0.27 -4.28  -0.03
C19 1.18 -1.47 -4.39  -0.03
N5 2.17 -1.48 -3.45  -0.30
C20 3.03 -2.63 -3.17  -0.41
C21 2.15 -0.32 -2.77  0.20
Se1 3.44 0.27 -1.55  0.35
H19 -0.34 1.82 -2.94  0.24
H20 1.21 2.51 -3.47  0.23
H21 1.00 1.91 -1.80  0.25
H22 -0.31 0.12 -4.82  0.26
H23 0.98 -2.31 -5.03  0.26
H24 3.12 -3.21 -4.08  0.23
H25 2.57 -3.23 -2.39  0.24
H26 4.00 -2.28 -2.85  0.23
O1 3.19 -0.51 1.06  -0.20
N6 2.62 -0.69 0.07  0.15


Entry from OMol25: a single C17H18N2O4 molecule in a non-equilibrium geometry (ωB97M-V/def2-TZVPD).

As for the SMILES: COc1cc2c(cc1OC)[C@@H](c1ccc([N+](=O)[O-])cc1)NCC2. The calculation puts the HOMO-LUMO gap at 7.84 eV. The calculation puts the relative energy (zero: lowest compared OMol25 entry of this formula, charge and spin) at 508.5 kJ/mol. The calculation puts the LUMO energy at -0.0093 hartree. The HOMO energy is -8.090 eV. Its spin multiplicity is 1.

Each line ends with the natural charge from an NBO analysis.
Atoms and positions in Å:
C1 3.96 -1.05 -3.00  -0.25
O1 3.42 0.03 -2.28  -0.51
C2 2.43 -0.23 -1.36  0.23
C3 1.94 -1.50 -1.11  -0.27
C4 0.95 -1.75 -0.16  -0.04
C5 0.42 -0.68 0.55  0.02
C6 0.90 0.60 0.30  -0.25
C7 1.89 0.85 -0.64  0.27
O2 2.22 2.17 -0.73  -0.50
C8 3.14 2.64 -1.70  -0.24
C9 -0.64 -0.89 1.62  -0.11
C10 -1.70 0.17 1.50  0.03
C11 -2.66 0.11 0.50  -0.16
C12 -3.63 1.09 0.38  -0.18
C13 -3.63 2.15 1.28  -0.01
N1 -4.63 3.18 1.16  0.53
O3 -4.60 4.09 1.96  -0.38
O4 -5.44 3.08 0.26  -0.38
C14 -2.68 2.23 2.29  -0.17
C15 -1.73 1.24 2.39  -0.22
N2 -1.26 -2.22 1.63  -0.62
C16 -1.05 -3.02 0.44  -0.21
C17 0.43 -3.13 0.07  -0.44
H1 4.71 -0.60 -3.66  0.20
H2 4.44 -1.78 -2.35  0.18
H3 3.20 -1.55 -3.62  0.18
H4 2.34 -2.34 -1.65  0.21
H5 0.50 1.44 0.84  0.23
H6 3.16 3.72 -1.57  0.19
H7 4.14 2.23 -1.53  0.18
H8 2.81 2.40 -2.71  0.18
H9 -0.14 -0.75 2.59  0.21
H10 -2.66 -0.71 -0.19  0.21
H11 -4.38 1.05 -0.39  0.24
H12 -2.71 3.07 2.97  0.25
H13 -0.99 1.30 3.18  0.22
H14 -0.94 -2.74 2.44  0.36
H15 -1.58 -2.55 -0.40  0.18
H16 -1.49 -4.00 0.62  0.21
H17 0.98 -3.61 0.89  0.21
H18 0.56 -3.75 -0.82  0.21


Entry from OMol25: 6 unconnected molecules or ions with the total composition C41H94NO3P in a non-equilibrium geometry (ωB97M-V/def2-TZVPD).

As for the SMILES: CCCNP(COCCOCC)C[C@@H]1CO1.CCCCCC.CCCCCC.CCCCCC.CCCCCC.CCCCCC. The calculation puts the HOMO-LUMO gap at 8.43 eV. The calculation puts the LUMO energy at 0.0154 hartree. The HOMO energy is -8.009 eV. Its spin multiplicity is 1.

Each line ends with the Mulliken charge.
Atoms and positions in Å:
C1 1.73 2.28 1.47  -0.28
C2 1.14 2.98 0.11  -0.51
C3 1.45 2.15 -1.28  -0.63
N1 2.86 1.59 -1.35  -0.23
P1 2.91 -0.19 -1.30  -0.12
C4 1.74 -0.84 0.11  0.44
O1 1.42 -2.27 -0.02  -0.40
C5 0.79 -2.69 1.24  -0.36
C6 -0.71 -2.07 1.50  -0.32
O2 -1.44 -1.67 0.29  -0.35
C7 -2.05 -0.32 0.52  0.31
C8 -3.19 0.07 -0.62  -0.87
C9 4.64 -0.86 -0.80  -0.45
C10 5.24 0.13 0.56  0.01
C11 6.15 1.53 0.06  -0.70
O3 6.80 0.17 0.72  -0.43
H1 2.84 1.90 1.39  -0.13
H2 1.71 3.09 2.33  0.36
H3 1.05 1.37 1.84  0.01
H4 -0.03 3.09 0.18  0.26
H5 1.64 4.03 0.02  0.35
H6 1.37 2.95 -2.16  0.28
H7 0.61 1.35 -1.54  0.36
H8 3.51 2.05 -0.68  0.22
H9 2.18 -0.55 1.18  0.19
H10 0.72 -0.25 -0.06  -0.46
H11 0.68 -3.87 1.31  0.30
H12 1.48 -2.37 2.15  0.26
H13 -0.60 -1.21 2.31  0.27
H14 -1.35 -2.92 2.04  0.21
H15 -1.24 0.55 0.46  -0.14
H16 -2.53 -0.22 1.61  0.29
H17 -4.24 -0.33 -0.27  0.00
H18 -3.17 1.25 -0.71  0.36
H19 -2.84 -0.38 -1.64  0.28
H20 4.57 -1.91 -0.29  0.30
H21 5.47 -0.75 -1.61  0.42
H22 4.51 0.25 1.57  0.27
H23 5.64 2.18 0.89  0.19
H24 5.79 1.38 -1.05  0.45
C12 7.26 0.53 4.48  -1.17
C13 6.82 1.98 4.30  -0.40
C14 7.81 2.81 3.47  -0.64
C15 9.21 2.95 4.07  0.09
C16 9.26 3.57 5.48  -0.51
C17 8.73 4.99 5.52  -1.28
H25 8.21 0.46 5.02  0.30
H26 6.51 -0.02 5.06  0.39
H27 7.37 0.04 3.51  0.21
H28 6.67 2.44 5.28  0.35
H29 5.85 1.99 3.80  0.30
H30 7.38 3.80 3.30  0.37
H31 7.91 2.35 2.48  0.29
H32 9.82 3.56 3.40  0.44
H33 9.70 1.97 4.11  -0.36
H34 10.30 3.57 5.82  0.33
H35 8.70 2.95 6.19  0.28
H36 9.31 5.64 4.85  0.30
H37 8.81 5.39 6.53  0.41
H38 7.68 5.04 5.22  0.28
C18 -4.97 -4.04 1.43  -1.33
C19 -5.59 -3.13 0.38  0.06
C20 -6.55 -2.10 0.97  -0.35
C21 -7.77 -2.67 1.69  -1.02
C22 -8.66 -3.58 0.83  -0.47
C23 -9.28 -2.87 -0.36  -0.85
H39 -5.73 -4.62 1.96  0.33
H40 -4.28 -4.75 0.96  0.40
H41 -4.41 -3.45 2.16  0.26
H42 -6.11 -3.74 -0.38  0.11
H43 -4.79 -2.61 -0.15  0.21
H44 -6.87 -1.42 0.17  0.11
H45 -6.00 -1.47 1.68  0.46
H46 -8.38 -1.83 2.06  0.40
H47 -7.45 -3.23 2.57  0.33
H48 -9.47 -3.97 1.46  0.40
H49 -8.09 -4.45 0.49  0.22
H50 -9.89 -2.02 -0.04  0.36
H51 -9.91 -3.55 -0.93  0.35
H52 -8.51 -2.49 -1.05  0.04
C24 -10.98 -2.31 -7.35  -1.20
C25 -11.21 -3.26 -6.18  -0.51
C26 -10.71 -2.71 -4.85  -0.75
C27 -9.20 -2.45 -4.78  0.34
C28 -8.32 -3.67 -5.06  -0.69
C29 -8.51 -4.79 -4.06  -0.91
H53 -9.92 -2.11 -7.51  0.28
H54 -11.38 -2.74 -8.27  0.38
H55 -11.49 -1.35 -7.17  0.29
H56 -10.74 -4.23 -6.40  0.25
H57 -12.29 -3.46 -6.10  0.39
H58 -11.00 -3.40 -4.05  0.26
H59 -11.23 -1.77 -4.63  0.41
H60 -8.96 -2.06 -3.78  -0.14
H61 -8.94 -1.65 -5.47  0.22
H62 -7.27 -3.35 -5.03  0.37
H63 -8.49 -4.04 -6.08  0.30
H64 -8.28 -4.45 -3.04  0.02
H65 -7.84 -5.62 -4.29  0.39
H66 -9.53 -5.18 -4.08  0.29
C30 -6.97 4.07 -6.33  -1.25
C31 -7.70 2.74 -6.18  -0.30
C32 -8.74 2.76 -5.06  -0.63
C33 -8.18 2.99 -3.65  -0.83
C34 -7.12 1.98 -3.20  -0.48
C35 -7.65 0.56 -3.12  -0.63
H67 -6.41 4.32 -5.43  0.28
H68 -6.26 4.01 -7.16  0.38
H69 -7.67 4.88 -6.54  0.30
H70 -6.98 1.94 -6.02  0.25
H71 -8.21 2.52 -7.13  0.37
H72 -9.29 1.81 -5.08  0.23
H73 -9.48 3.54 -5.27  0.40
H74 -9.01 2.97 -2.94  0.36
H75 -7.75 4.00 -3.59  0.33
H76 -6.76 2.28 -2.21  0.33
H77 -6.25 2.01 -3.87  0.28
H78 -8.48 0.49 -2.41  0.34
H79 -6.86 -0.12 -2.77  0.35
H80 -7.98 0.19 -4.09  -0.09
C36 12.44 1.42 2.16  -1.16
C37 12.22 0.47 3.32  -0.49
C38 12.72 1.02 4.66  -0.04
C39 14.22 1.28 4.73  -0.91
C40 15.11 0.06 4.45  -0.41
C41 14.92 -1.06 5.45  -1.17
H81 13.51 1.62 2.00  0.35
H82 12.04 0.99 1.24  0.38
H83 11.94 2.38 2.34  0.19
H84 12.68 -0.50 3.10  0.41
H85 11.14 0.27 3.41  0.29
H86 12.43 0.32 5.46  0.37
H87 12.19 1.96 4.87  -0.08
H88 14.46 1.66 5.73  0.40
H89 14.49 2.08 4.03  0.34
H90 16.16 0.38 4.47  0.36
H91 14.93 -0.31 3.43  0.23
H92 15.14 -0.72 6.46  0.29
H93 15.59 -1.90 5.21  0.38
H94 13.90 -1.45 5.43  0.28


Question: What is the formula in the first record?
Answer: C21H26F4N6ORbSe